[1]
This record from the Open Molecules 2025 dataset describes an isolated molecule of C9H14N4 in a non-equilibrium geometry. The level of theory is ωB97M-V/def2-TZVPD.

Calculated values
SMILES = [H]/N=C(/N)Nc1ccc(NCC)cc1
E = -15518.526 eV
Energy relative to the best compared isomer or geometry (same formula, charge and spin) = 42.8 kcal/mol
HOMO-LUMO gap = 8.1 eV

```
! RIJCOSX wB97M-V def2-TZVPD def2/J DEFGRID3
* xyz 0 1
H -2.78543 -1.04013 1.72769
N -3.44403 -1.20321 0.97021
C -3.75908 -0.32657 0.13850
N -4.76919 -0.48619 -0.83923
N -3.03408 0.84406 -0.05375
C -1.60549 0.56255 0.05574
C -0.81583 -0.55960 -0.28633
C 0.53374 -0.51025 -0.48447
C 1.25785 0.58941 -0.10957
N 2.61706 0.73488 -0.07325
C 3.53487 -0.20140 -0.49720
C 3.94111 -1.28608 0.47307
C 0.51880 1.73988 0.23835
C -0.85470 1.71504 0.25237
H -5.28939 -1.28067 -0.45986
H -5.26195 0.43304 -1.07925
H -3.30799 1.57446 0.64154
H -1.33732 -1.55675 -0.43810
H 0.92905 -1.38578 -0.96213
H 3.09008 1.67799 -0.06422
H 3.17428 -0.77680 -1.41960
H 4.36171 0.19870 -0.93777
H 4.74393 -0.84905 1.22997
H 3.18510 -1.71606 1.03233
H 4.67534 -2.06993 -0.02662
H 1.17014 2.59572 0.34167
H -1.46859 2.58273 0.62989
*
```


[2]
This record from the Open Molecules 2025 dataset describes a 2-piece molecular cluster, CH3I2N2 overall in a non-equilibrium geometry. The level of theory is ωB97M-V/def2-TZVPD.

Calculated values
E = -20258.901 eV
Energy relative to the best compared isomer or geometry (same formula, charge and spin) = 14.5 kcal/mol
HOMO-LUMO gap = 7.5 eV

```
! RIJCOSX wB97M-V def2-TZVPD def2/J DEFGRID3
* xyz 1 1
C -0.82842 0.40456 -0.64346
N -1.32437 -0.52817 -1.27885
N -0.30870 1.35227 -0.20731
I 3.86882 -0.41946 2.23472
I 1.16317 -0.28176 2.20835
H -2.14711 -0.97818 -0.97577
H -0.65826 -0.92104 -2.06713
H 0.23487 1.37177 0.72945
*
```


[3]
This record from the Open Molecules 2025 dataset describes a 3-piece molecular cluster, C2H9NO4 overall in a non-equilibrium geometry. The level of theory is ωB97M-V/def2-TZVPD.

Calculated values
SMILES = O=CNCO.O.O
E = -11900.275 eV
Energy relative to the best compared isomer or geometry (same formula, charge and spin) = 12.8 kcal/mol
HOMO-LUMO gap = 10.8 eV

```
! RIJCOSX wB97M-V def2-TZVPD def2/J DEFGRID3
* xyz 0 1
O -1.53447 0.49849 2.13545
C -1.55457 -0.44818 1.38146
N -0.45708 -0.86643 0.67423
C 0.79088 -0.18170 0.73168
O 1.12987 0.37477 -0.56234
H -2.44575 -1.05958 1.18511
H -0.51739 -1.71793 0.13434
H 0.80951 0.61285 1.46668
H 1.62868 -0.85565 0.91112
H 0.35408 0.82028 -0.88076
O 1.26653 -2.25300 -1.52273
H 1.18775 -2.50694 -2.45006
H 1.11832 -1.28704 -1.57090
O -0.42729 2.86391 -0.84752
H -1.36494 3.05751 -0.78583
H 0.01585 2.94864 0.00009
*
```


[4]
This record from the Open Molecules 2025 dataset describes C13H28O14Zn as an isolated structure in a non-equilibrium geometry. The level of theory is ωB97M-V/def2-TZVPD.

Calculated values
E = -91017.296 eV
Energy relative to the best compared isomer or geometry (same formula, charge and spin) = 10.8 kcal/mol
HOMO-LUMO gap = 8.2 eV

```
! RIJCOSX wB97M-V def2-TZVPD def2/J DEFGRID3
* xyz 0 1
Zn -0.11960 -0.07916 0.06117
O -0.28470 0.26570 1.91753
H -0.37908 0.03010 2.82209
C -0.19066 -1.27205 -3.05665
O 0.04185 -0.79006 -1.78257
H 0.67634 -1.26220 -3.74118
H -0.53694 -2.31377 -2.96231
H -0.94868 -0.64239 -3.55568
C -3.69255 -0.56907 -2.41845
O -4.33968 -0.54210 -1.16652
C -3.55811 -0.51135 -0.10897
O -2.38145 -0.27734 -0.13984
O -4.24564 -0.87645 0.94559
C -3.55548 -1.02691 2.14391
H -3.11339 0.33534 -2.62596
H -4.42167 -0.65286 -3.21760
H -2.95224 -1.36688 -2.49569
H -2.81546 -1.82202 2.17517
H -4.22475 -1.19465 2.98807
H -2.97503 -0.14108 2.42224
C -0.13717 -2.98496 3.39478
O 1.01913 -2.95988 2.59530
C 0.90744 -2.92341 1.27734
O -0.02557 -2.49814 0.63338
O 2.01284 -3.36763 0.74755
C 2.11250 -3.29502 -0.68454
H -0.96867 -3.42114 2.82992
H -0.50631 -1.98360 3.61846
H 0.02760 -3.60234 4.27097
H 2.37052 -2.27036 -0.93246
H 1.12865 -3.50076 -1.10691
H 2.80862 -4.04811 -1.03359
C 1.02238 3.10965 -2.39922
O 0.36490 3.80080 -1.34365
C -0.26484 3.13246 -0.40025
O -0.52653 1.95895 -0.42420
O -0.58063 3.98340 0.56994
C -1.34410 3.46296 1.64686
H 1.36246 3.81965 -3.14191
H 0.29141 2.43354 -2.85081
H 1.83697 2.48477 -2.03537
H -0.83021 2.85313 2.39383
H -2.17831 2.88572 1.24570
H -1.68818 4.32608 2.22113
C 2.67737 2.22178 2.11451
O 3.47294 1.92927 0.95299
C 2.95380 1.07448 0.08986
O 1.96541 0.40548 0.26449
O 3.74749 1.01624 -0.96566
C 3.42622 0.14389 -2.03131
H 1.62877 2.38106 1.87444
H 3.16890 3.08645 2.54819
H 2.73011 1.38478 2.81063
H 3.96381 0.41751 -2.93450
H 2.35689 0.12563 -2.26497
H 3.71031 -0.87314 -1.75524
*
```


[5]
This record from the Open Molecules 2025 dataset describes a 2-piece molecular cluster, C5H14NO overall in a non-equilibrium geometry. The level of theory is ωB97M-V/def2-TZVPD.

Calculated values
E = -8942.523 eV
Energy relative to the best compared isomer or geometry (same formula, charge and spin) = 34.3 kcal/mol
HOMO-LUMO gap = 10.1 eV

```
! RIJCOSX wB97M-V def2-TZVPD def2/J DEFGRID3
* xyz 1 1
C -0.83354 -0.88195 -0.18477
C 0.01493 -1.48148 0.91527
C 1.19413 -0.59215 1.39727
C 2.36140 -0.00587 -0.76397
C 2.04450 0.29136 0.49114
N -1.14945 0.54638 0.19056
H -0.29100 -0.78245 -1.12264
H -1.85717 -1.39241 -0.40264
H 0.36662 -2.40416 0.50767
H -0.56633 -1.59592 1.83682
H 0.80817 0.08890 2.16725
H 1.83219 -1.32802 1.93047
H 2.11947 -0.99528 -1.18117
H 2.77988 0.70105 -1.48412
H 2.42967 1.19276 0.96225
H -1.50975 0.63451 1.14363
H -1.79792 1.02505 -0.55812
H -0.28505 1.09599 0.16017
H -1.97495 2.21795 -2.39654
H -3.28017 2.03889 -1.85885
O -2.40564 1.62687 -1.74969
*
```


[6]
This record from the Open Molecules 2025 dataset describes C23H38Cl2N3O4Pd as an isolated structure in a non-equilibrium geometry. The level of theory is ωB97M-V/def2-TZVPD.

Calculated values
E = -65652.330 eV
HOMO-LUMO gap (spin up / spin down) = 5.8 / 5.7 eV
Expectation value of S² = 2.022

```
! RIJCOSX wB97M-V def2-TZVPD def2/J DEFGRID3
* xyz -1 3
O -2.12686 0.16066 -2.72871
C -1.21039 0.74593 -3.27315
C -0.22338 0.11550 -4.15864
C 0.59056 -0.97652 -3.83363
H 0.91027 -1.09617 -2.78637
C 1.03195 -1.76966 -4.87372
H 1.60114 -2.64583 -4.63340
C 0.74947 -1.41191 -6.19280
H 1.06274 -2.05608 -6.99841
C 0.04949 -0.25306 -6.47334
H -0.14244 0.07238 -7.48298
C -0.45217 0.51838 -5.46276
H -1.03924 1.41858 -5.61558
H -1.17409 1.86530 -3.21241
C -0.33052 3.06116 -1.32673
C 0.41841 1.73897 -1.52468
H -0.09377 3.72884 -2.16594
H 0.07289 3.42443 -0.37146
H -1.41770 2.91840 -1.32380
C 1.58731 1.73614 -2.18807
C 2.58363 2.86684 -2.18821
H 1.84635 0.90105 -2.83642
H 2.94192 3.12775 -3.19183
H 3.46288 2.52353 -1.62732
H 2.12216 3.76319 -1.72966
Pd 0.51486 0.67740 0.11927
Cl 1.82920 -1.16383 -0.59808
Cl 2.00336 2.38265 1.07656
H -2.11220 -4.42409 -2.54017
H -0.85002 -4.87340 -0.39693
C -1.57069 -3.46856 -2.52817
C -0.56093 -3.82050 -0.27218
N -1.36178 -3.01059 -1.16487
H -2.13810 -2.69641 -3.07169
C -2.01192 -1.92160 -0.69381
O -1.65609 -1.14576 0.20505
H -0.72734 -3.47530 0.75107
H -2.95989 -1.68410 -1.18643
H -0.61355 -3.62897 -3.03408
H 0.49993 -3.72217 -0.52420
H -3.49330 2.89027 3.18129
H -5.50347 1.68828 1.79593
C -3.21696 3.22524 2.17110
C -4.96112 1.98246 0.88579
N -3.56022 2.19850 1.20376
H -2.13970 3.42102 2.13823
C -2.57660 1.40839 0.74835
O -1.38181 1.64882 1.05654
H -5.02726 1.18436 0.12364
H -2.85465 0.53285 0.14594
H -3.78365 4.13429 1.94770
H -5.38702 2.91452 0.49386
O 0.05305 -0.67379 2.39695
C 0.82095 -0.61205 3.36551
C 0.80837 -1.51384 4.59695
C 2.10122 -2.30540 4.75173
C 3.16483 -1.57106 5.57412
C 3.75249 -0.38242 4.82347
C 2.68951 0.66476 4.47500
N 1.81635 0.29510 3.39563
H 0.63697 -0.89757 5.48767
H -0.03876 -2.20226 4.50618
H 1.88398 -3.25783 5.23890
H 2.51263 -2.55988 3.76538
H 2.73701 -1.21374 6.52352
H 3.97388 -2.26460 5.81784
H 4.52455 0.10398 5.43528
H 4.23843 -0.72618 3.89796
H 2.10781 0.87338 5.39419
H 3.19411 1.57848 4.14231
H 1.80295 0.93335 2.57798
*
```